## one
47
Properties=species:S:1:pos:R:3:nbo_charge:R:1 method="wB97M-V/def2-TZVPD" smiles="CCN1CCN(Cc2cc(=O)oc3cc4c(cc23)CCC4)CC1" homo_lumo_gap_ha=0.3145 homo_energy_ha=-0.3119 mol_weight_g_mol=312.413
C -5.29096 -0.39992 2.05442 -0.61
C -4.54202 -1.24787 1.03256 -0.21
N -3.36237 -0.57084 0.52140 -0.44
C -3.68336 0.52194 -0.37653 -0.23
C -2.40811 1.26142 -0.76948 -0.23
N -1.50794 0.34338 -1.43768 -0.43
C -0.36480 0.97746 -2.07758 -0.24
C 0.58212 1.65242 -1.11310 0.06
C 0.31994 2.91629 -0.70427 -0.33
C 1.09020 3.59794 0.31463 0.73
O 0.88627 4.71906 0.71189 -0.57
O 2.12059 2.89099 0.87095 -0.45
C 2.43885 1.64267 0.46241 0.32
C 3.54123 1.05480 1.08940 -0.24
C 3.92760 -0.20476 0.70451 0.00
C 3.23233 -0.88513 -0.30308 0.04
C 2.14597 -0.31747 -0.91600 -0.21
C 1.71364 0.96452 -0.53552 -0.10
C 3.84893 -2.23174 -0.54111 -0.44
C 5.22906 -2.11053 0.12418 -0.39
C 5.05658 -1.04407 1.21751 -0.43
C -1.18024 -0.75124 -0.54685 -0.23
C -2.46212 -1.48173 -0.15711 -0.22
H -4.59215 -0.01558 2.79213 0.22
H -5.79889 0.43812 1.58526 0.20
H -6.03700 -1.00886 2.55884 0.21
H -4.19918 -2.16189 1.52530 0.19
H -5.22623 -1.54270 0.21602 0.16
H -4.35121 1.21840 0.13078 0.21
H -4.18287 0.15310 -1.29133 0.17
H -2.65965 2.07098 -1.45846 0.20
H -1.95919 1.69406 0.14010 0.18
H 0.14678 0.21466 -2.66713 0.20
H -0.76231 1.72759 -2.76694 0.21
H -0.49479 3.48846 -1.11958 0.23
H 4.06181 1.61207 1.85185 0.23
H 1.63287 -0.85241 -1.69868 0.21
H 3.91517 -2.48370 -1.59915 0.22
H 3.24618 -3.00066 -0.04973 0.21
H 5.58107 -3.05996 0.52334 0.21
H 5.95515 -1.76018 -0.61070 0.20
H 5.96437 -0.46738 1.39014 0.22
H 4.76484 -1.50222 2.16655 0.22
H -0.51996 -1.44825 -1.06662 0.20
H -0.67825 -0.40461 0.37206 0.18
H -2.21415 -2.30353 0.51923 0.20
H -2.92379 -1.90314 -1.06885 0.17



## two
47
Properties=species:S:1:pos:R:3:nbo_charge:R:1 method="wB97M-V/def2-TZVPD" smiles="CCOc1ccc(NC(=O)NCCCCc2ccccc2)cc1" homo_lumo_gap_ha=0.3092 homo_energy_ha=-0.2855 mol_weight_g_mol=312.413
C 4.15497 1.52907 -4.56684 -0.64
C 3.54810 2.63379 -3.70595 -0.06
O 2.14533 2.72357 -3.84120 -0.50
C 1.34622 1.79928 -3.23262 0.29
C 1.76641 0.80357 -2.35901 -0.28
C 0.85334 -0.06504 -1.78648 -0.26
C -0.50120 0.04316 -2.07143 0.21
N -1.47415 -0.79342 -1.51176 -0.63
C -1.30087 -1.82603 -0.62165 0.79
O -0.22704 -2.20158 -0.20028 -0.67
N -2.47955 -2.43116 -0.27205 -0.63
C -2.53390 -3.33924 0.85061 -0.23
C -3.11399 -2.68666 2.11155 -0.40
C -2.39295 -1.40199 2.52122 -0.39
C -0.94360 -1.62638 2.96818 -0.46
C -0.29191 -0.30254 3.24700 0.09
C 0.31103 0.40149 2.21148 -0.24
C 0.87439 1.64387 2.43804 -0.21
C 0.84233 2.19968 3.70621 -0.23
C 0.24534 1.50552 4.74433 -0.20
C -0.32055 0.26354 4.51428 -0.26
C -0.92372 1.04263 -2.94738 -0.24
C -0.01567 1.90477 -3.51954 -0.24
H 3.77918 0.55367 -4.26792 0.21
H 5.23683 1.53781 -4.46558 0.21
H 3.89560 1.69145 -5.61005 0.21
H 3.91419 3.60820 -4.04251 0.19
H 3.82977 2.50643 -2.65321 0.17
H 2.80735 0.68466 -2.10355 0.22
H 1.19689 -0.83697 -1.11891 0.26
H -2.41553 -0.59771 -1.82046 0.39
H -3.35137 -1.99625 -0.53122 0.38
H -1.51011 -3.67296 1.02398 0.23
H -3.14294 -4.20668 0.57562 0.20
H -4.16882 -2.45530 1.93527 0.19
H -3.06467 -3.41252 2.92488 0.21
H -2.39369 -0.69915 1.68395 0.20
H -2.94675 -0.93248 3.33827 0.21
H -0.39281 -2.12952 2.17372 0.24
H -0.93166 -2.25505 3.86090 0.20
H 0.34511 -0.03596 1.22462 0.22
H 1.34031 2.17901 1.62287 0.21
H 1.28357 3.16942 3.88593 0.21
H 0.22031 1.93298 5.73670 0.21
H -0.78522 -0.27476 5.32904 0.20
H -1.97473 1.14262 -3.18215 0.20
H -0.33915 2.67912 -4.19687 0.22



Stability order, top to bottom: two, one



## one
29
Properties=species:S:1:pos:R:3:nbo_charge:R:1 method="wB97M-V/def2-TZVPD" homo_lumo_gap_ha=0.3230 homo_energy_ha=-0.2895 mol_weight_g_mol=141.258
C -0.05899 0.16071 0.47726 0.23
C -2.00783 -0.36640 0.09417 -0.15
C 0.19911 -0.36166 1.87980 -0.65
C 0.12453 1.66099 0.36063 -0.67
C -2.35601 -0.80724 -1.30938 -0.65
C -2.87293 0.78014 0.56818 -0.64
C 3.07552 0.58520 -0.75166 -0.68
N 0.40148 -0.63915 -0.52591 -0.66
C 2.23882 -0.64434 -0.61188 0.17
C 2.75574 -1.87048 -0.63106 -0.44
H 0.13306 -0.36826 -1.46744 0.36
H -2.07471 -1.21456 0.77644 0.19
H -0.51866 0.06350 2.58762 0.21
H 0.12405 -1.45057 1.90320 0.23
H 1.20638 -0.09366 2.20639 0.21
H 1.09179 1.98128 0.75366 0.21
H 0.00364 2.00669 -0.66770 0.21
H -0.59550 2.18599 0.99503 0.22
H -2.15407 -0.01655 -2.04015 0.20
H -3.42597 -1.04878 -1.39719 0.22
H -1.81925 -1.71491 -1.59492 0.22
H -2.76057 1.65982 -0.07442 0.20
H -3.93922 0.50667 0.54863 0.21
H -2.64595 1.06702 1.59793 0.21
H 2.74134 1.18440 -1.60483 0.22
H 4.13382 0.35122 -0.94356 0.22
H 3.03483 1.21258 0.14227 0.22
H 3.82463 -2.05199 -0.75826 0.20
H 2.14093 -2.75769 -0.51289 0.22



## two
29
Properties=species:S:1:pos:R:3:nbo_charge:R:1 method="wB97M-V/def2-TZVPD" smiles="CC=C(C)C.CN=C(C)C" homo_lumo_gap_ha=0.3571 homo_energy_ha=-0.3213 mol_weight_g_mol=141.258
C -2.64388 -1.16654 -0.01810 -0.65
C -1.28673 -1.66655 -0.40551 -0.21
C -0.23769 -1.67439 0.40831 0.02
C -0.31561 -1.12312 1.80343 -0.67
C 1.08865 -2.23349 -0.00856 -0.63
H -2.58175 -0.17934 0.45077 0.22
H -3.29832 -1.10696 -0.88319 0.21
H -3.09099 -1.84895 0.70463 0.21
H -1.19071 -2.07659 -1.40184 0.19
H -0.59340 -0.06942 1.77293 0.24
H -1.07104 -1.65035 2.38199 0.22
H 0.63856 -1.21624 2.31245 0.21
H 1.06673 -2.58287 -1.03858 0.21
H 1.36246 -3.07512 0.64078 0.21
H 1.86758 -1.48835 0.09332 0.20
C -1.17722 1.94967 -1.03537 -0.45
N -0.24717 1.93748 0.05916 -0.44
C 0.96908 1.65835 -0.12628 0.32
C 1.89178 1.69624 1.05086 -0.66
C 1.58690 1.29720 -1.45076 -0.71
H -1.19187 1.00102 -1.57574 0.19
H -2.17050 2.13899 -0.62659 0.20
H -0.93405 2.73765 -1.74827 0.19
H 2.66180 2.44941 0.88456 0.22
H 1.33555 1.94138 1.95081 0.23
H 2.38707 0.73460 1.17793 0.21
H 2.65122 1.11794 -1.35931 0.22
H 1.41834 2.09913 -2.17327 0.23
H 1.10519 0.39920 -1.84057 0.24



Stability order, top to bottom: two, one



## one
22
Properties=species:S:1:pos:R:3:nbo_charge:R:1 method="wB97M-V/def2-TZVPD" smiles="CCC=O.O.O.O.O" homo_lumo_gap_ha=0.3652 homo_energy_ha=-0.3520 mol_weight_g_mol=130.140
C -0.11220 1.61651 1.78857 -0.62
C 0.94793 0.56211 1.52090 -0.51
C 0.64350 -0.79333 2.23357 0.48
O -0.04619 -0.85045 3.23136 -0.54
H -0.45323 1.46562 2.74786 0.23
H -0.88648 1.48381 1.11770 0.19
H 0.23215 2.66844 1.64895 0.20
H 0.74898 0.40795 0.45649 0.22
H 1.88402 0.80507 1.73760 0.21
H 1.26341 -1.51385 1.82766 0.11
O 0.69120 -0.84857 -2.62760 -0.99
H 1.22442 -1.16188 -1.78086 0.50
H 0.36180 0.03520 -2.41082 0.49
O 0.20101 -1.68445 -0.10903 -0.98
H -0.72803 -1.69121 -0.57994 0.51
H 0.36618 -2.56817 -0.06232 0.47
O 0.01129 2.13907 -1.49672 -0.97
H 0.08610 2.24415 -0.58156 0.49
H -0.54529 2.68595 -1.96898 0.48
O -2.05061 -1.91461 -2.01392 -0.96
H -2.39601 -1.06999 -1.94301 0.48
H -1.44394 -2.01740 -2.73593 0.50



## two
22
Properties=species:S:1:pos:R:3:nbo_charge:R:1 method="wB97M-V/def2-TZVPD" smiles="C/C=C/O.O.O.O.O" homo_lumo_gap_ha=0.3431 homo_energy_ha=-0.3154 mol_weight_g_mol=130.140
C -0.70253 2.81063 1.57510 -0.64
C -0.20654 2.12734 0.36763 -0.28
C 0.67092 1.12829 0.34567 0.11
O 0.88149 0.42861 -0.80421 -0.75
H -0.41164 3.87388 1.57123 0.21
H -0.32189 2.30205 2.49032 0.21
H -1.77433 2.83742 1.78084 0.22
H -0.61529 2.36446 -0.61042 0.20
H 0.91688 0.60492 1.26200 0.16
H 1.59222 -0.25002 -0.52977 0.53
O 0.40924 -3.28662 0.07670 -0.96
H 0.46616 -3.83467 0.86814 0.47
H -0.28609 -2.73124 0.23335 0.49
O 2.60630 -1.80062 -0.26170 -0.97
H 3.28455 -2.13094 -0.79972 0.47
H 1.89028 -2.40011 -0.36036 0.50
O -1.40535 0.30643 -2.37664 -0.97
H -1.58043 0.64787 -3.23190 0.47
H -0.49215 0.50392 -2.17676 0.50
O -1.62779 -1.55203 0.25592 -0.96
H -1.71299 -1.08259 -0.56000 0.50
H -1.58105 -0.86698 0.88457 0.47



Stability order, top to bottom: two, one



## one
42
Properties=species:S:1:pos:R:3:nbo_charge:R:1 method="wB97M-V/def2-TZVPD" smiles="COc1cccc(C(=O)CC(=O)C(=O)Nc2ccc([N+](=O)[O-])cc2C)c1" homo_lumo_gap_ha=0.2970 homo_energy_ha=-0.3313 mol_weight_g_mol=356.334
C 2.25449 2.57399 4.07893 -0.25
O 2.50234 3.78938 3.40979 -0.49
C 2.54107 3.79183 2.05420 0.31
C 2.77235 5.03316 1.45243 -0.23
C 2.80503 5.14772 0.07784 -0.20
C 2.60961 4.03470 -0.71998 -0.20
C 2.40369 2.78774 -0.13147 -0.09
C 2.19693 1.63857 -1.03249 0.58
O 1.82764 1.75285 -2.17268 -0.51
C 2.48934 0.23750 -0.45021 -0.63
C 1.20012 -0.31269 0.05551 0.53
O 0.66419 -0.01333 1.10200 -0.53
C 0.52283 -1.31357 -0.89721 0.58
O 1.09673 -1.79172 -1.84875 -0.56
N -0.74230 -1.56352 -0.48004 -0.61
C -1.71043 -2.39450 -1.02446 0.25
C -1.47065 -3.11513 -2.19588 -0.25
C -2.44479 -3.93796 -2.71822 -0.17
C -3.66697 -4.04121 -2.06555 0.00
N -4.69099 -4.89776 -2.59545 0.53
O -4.44177 -5.51540 -3.60957 -0.38
O -5.74585 -4.95428 -1.99648 -0.38
C -3.91538 -3.32406 -0.89991 -0.16
C -2.95066 -2.49448 -0.36323 -0.07
C -3.22842 -1.72494 0.89336 -0.64
C 2.37392 2.66583 1.25833 -0.31
H 2.22981 2.82302 5.13834 0.20
H 1.29364 2.14094 3.78529 0.18
H 3.05275 1.84714 3.89804 0.18
H 2.91460 5.89053 2.09094 0.23
H 2.97769 6.11192 -0.37501 0.22
H 2.62122 4.10782 -1.79606 0.23
H 3.22785 0.31814 0.34417 0.25
H 2.83853 -0.39494 -1.26833 0.28
H -0.99279 -1.07312 0.37506 0.43
H -0.51642 -3.02040 -2.68645 0.26
H -2.27529 -4.50173 -3.62196 0.25
H -4.87855 -3.42996 -0.42346 0.25
H -2.52867 -1.99793 1.68361 0.22
H -4.23344 -1.93883 1.24569 0.23
H -3.15356 -0.65127 0.71914 0.22
H 2.17058 1.70996 1.71019 0.24



## two
42
Properties=species:S:1:pos:R:3:nbo_charge:R:1 method="wB97M-V/def2-TZVPD" smiles="COc1ccccc1C(=O)CC(=O)C(=O)Nc1cccc([N+](=O)[O-])c1C" homo_lumo_gap_ha=0.3142 homo_energy_ha=-0.3345 mol_weight_g_mol=356.334
C -0.20906 -0.72954 -2.95537 -0.25
O -1.32313 -0.23291 -2.25363 -0.47
C -1.74211 -0.87316 -1.14778 0.34
C -1.22971 -2.08159 -0.67998 -0.26
C -1.72273 -2.64696 0.48301 -0.20
C -2.71531 -2.01648 1.21306 -0.26
C -3.21630 -0.80368 0.77389 -0.16
C -2.74320 -0.22683 -0.39719 -0.23
C -3.27038 1.08782 -0.85836 0.62
O -3.81214 1.27849 -1.90856 -0.48
C -3.07117 2.21310 0.17417 -0.64
C -2.03500 1.83597 1.18087 0.54
O -2.20956 1.71787 2.37136 -0.52
C -0.66876 1.52782 0.55224 0.57
O -0.35744 1.88939 -0.55935 -0.58
N 0.09587 0.79086 1.39884 -0.61
C 1.29113 0.13351 1.06458 0.13
C 1.37387 -1.22845 1.33397 -0.18
C 2.49948 -1.95114 0.98304 -0.22
C 3.54450 -1.30752 0.35354 -0.18
C 3.47156 0.06035 0.10780 0.02
N 4.61837 0.64396 -0.54733 0.53
O 5.68258 0.08116 -0.39454 -0.38
O 4.45928 1.63717 -1.22139 -0.37
C 2.36179 0.82920 0.47987 0.03
C 2.31494 2.31171 0.35556 -0.65
H -0.02115 -0.00660 -3.74639 0.21
H -0.41565 -1.70906 -3.39832 0.18
H 0.67158 -0.79443 -2.30801 0.18
H -0.45446 -2.59272 -1.22797 0.22
H -1.32523 -3.59405 0.81738 0.22
H -3.09899 -2.46419 2.11627 0.22
H -3.99605 -0.30868 1.33260 0.22
H -2.73800 3.08943 -0.38643 0.28
H -4.02474 2.43630 0.65688 0.26
H -0.37516 0.49413 2.24711 0.43
H 0.53740 -1.71725 1.81099 0.22
H 2.55410 -3.00806 1.18851 0.22
H 4.43159 -1.84125 0.04894 0.25
H 3.30761 2.75216 0.35989 0.24
H 1.83290 2.59015 -0.58218 0.27
H 1.72692 2.73400 1.16846 0.22



Stability order, top to bottom: one, two